Computed, not measured: a 2-piece molecular cluster, C4H12 overall, with the ωB97M-V functional and the def2-TZVPD basis.

Calculated values
relative energy (zero: lowest compared OMol25 entry of this formula, charge and spin): 24.8 kcal/mol
SMILES: CC.CC

CARTESIAN COORDINATES (ANGSTROEM)
H (2.68461, 2.10613, -0.17553)
H (-1.23028, 0.00473, 1.21626)
H (1.11097, 2.74743, -1.15836)
H (2.71861, 0.41347, -0.74834)
C (2.10848, 1.20207, -0.32254)
H (-2.64669, -0.98257, 1.92523)
C (-1.18962, -2.08832, 0.71707)
H (-1.69386, -2.92931, 1.18958)
H (-1.37462, -2.23878, -0.34990)
H (1.63332, 1.02609, 0.63876)
H (0.14652, 1.24274, -1.56456)
H (-2.64951, -0.70709, 0.26978)
H (1.58012, 1.54659, -2.36015)
H (-0.10702, -2.19174, 0.69462)
C (1.07787, 1.70275, -1.39867)
C (-1.96609, -0.78118, 1.10424)

Atomic partial charges in e from the natural (NBO) method, atoms 1 to 8:
1 H 0.199
2 H 0.214
3 H 0.204
4 H 0.205
5 C -0.602
6 H 0.207
7 C -0.621
8 H 0.203

=====

Computed, not measured: a 2-piece molecular cluster, C4H12 overall, with the ωB97M-V functional and the def2-TZVPD basis.

Calculated values
relative energy (zero: lowest compared OMol25 entry of this formula, charge and spin): 8.2 kcal/mol
SMILES: CC.CC

CARTESIAN COORDINATES (ANGSTROEM)
H (-0.43815, -2.02716, 2.87038)
C (-1.16431, 0.66884, -2.13888)
H (-0.36293, 0.49957, 2.51030)
H (0.27489, 1.95721, -3.07084)
C (0.39105, -1.63932, 2.29420)
H (0.94485, 0.26253, 1.35872)
H (-1.66285, 0.07047, -2.90402)
H (1.24498, 0.17861, 3.06344)
H (0.75265, 1.32534, -1.48695)
H (0.33177, -1.97716, 1.26118)
C (0.26142, 1.08363, -2.42516)
H (1.34931, -2.03601, 2.61499)
H (-1.84549, 1.49712, -1.98274)
C (0.52045, -0.10169, 2.29519)
H (-1.28437, 0.16831, -1.17071)
H (0.92974, 0.28738, -2.75957)

Atomic partial charges in e from the natural (NBO) method, atoms 1 to 8:
1 H 0.209
2 C -0.614
3 H 0.206
4 H 0.207
5 C -0.612
6 H 0.202
7 H 0.204
8 H 0.200

=====

Computed, not measured: a 2-piece molecular cluster, C4H12 overall, with the ωB97M-V functional and the def2-TZVPD basis.

Calculated values
relative energy (zero: lowest compared OMol25 entry of this formula, charge and spin): 16.5 kcal/mol
SMILES: CC.CC

CARTESIAN COORDINATES (ANGSTROEM)
C (1.53364, -1.18705, -0.74134)
H (0.59329, -1.18414, -0.19383)
H (-1.99875, -0.53302, 1.81052)
H (2.41006, 0.07141, -2.33947)
C (-1.46433, 1.51493, 1.77897)
C (1.50504, -0.48910, -2.11426)
H (-2.29053, 2.14355, 1.44198)
H (2.15227, -0.59670, -0.05100)
H (-0.57240, -0.22441, 0.85749)
H (1.99539, -2.14634, -0.89543)
H (1.53658, -1.31959, -2.84104)
H (-2.04555, 0.15540, 0.10638)
H (-0.50779, 2.00532, 1.61718)
H (-1.64180, 1.45773, 2.84987)
H (0.65224, 0.00868, -2.58593)
C (-1.56991, 0.14901, 1.08160)

Atomic partial charges in e from the natural (NBO) method, atoms 1 to 8:
1 C -0.614
2 H 0.210
3 H 0.208
4 H 0.207
5 C -0.612
6 C -0.632
7 H 0.204
8 H 0.202

=====

Computed, not measured: a 2-piece molecular cluster, C4H12 overall, with the ωB97M-V functional and the def2-TZVPD basis.

Calculated values
relative energy (zero: lowest compared OMol25 entry of this formula, charge and spin): 9.0 kcal/mol
SMILES: CC.CC

CARTESIAN COORDINATES (ANGSTROEM)
C (-1.31669, -0.48643, 1.57178)
H (2.08088, -0.84549, -1.18379)
H (-0.29424, 0.84889, 3.07990)
H (-2.24164, -0.50191, 2.14952)
H (-1.68270, -0.30591, 0.56132)
H (0.45673, 0.27023, -3.24049)
C (-0.36936, 0.63969, 2.00657)
H (1.45707, 1.26996, -2.30252)
H (-0.22281, 1.01202, -1.84221)
H (-0.80101, -1.43303, 1.71292)
H (0.77167, -1.72437, -1.80296)
H (-0.73163, 1.58809, 1.60395)
H (0.54182, -0.56840, -0.43223)
C (1.01109, -0.74650, -1.39961)
C (0.67793, 0.51721, -2.19346)
H (0.66289, 0.46596, 1.71132)

Atomic partial charges in e from the natural (NBO) method, atoms 1 to 8:
1 C -0.616
2 H 0.204
3 H 0.206
4 H 0.206
5 H 0.207
6 H 0.203
7 C -0.615
8 H 0.210

=====

Computed, not measured: a 2-piece molecular cluster, C4H12 overall, with the ωB97M-V functional and the def2-TZVPD basis.

Calculated values
relative energy (zero: lowest compared OMol25 entry of this formula, charge and spin): 12.2 kcal/mol
SMILES: CC.CC

CARTESIAN COORDINATES (ANGSTROEM)
H (1.01037, -1.05923, 2.28582)
H (0.93525, -3.38901, 1.49924)
H (-2.30798, 1.84136, -0.81782)
H (-0.00007, -0.60080, 1.01634)
H (-1.33551, 0.56996, -1.45074)
H (0.72754, 1.52186, -0.92117)
H (1.71113, -0.61946, 0.84270)
H (1.26345, -2.92188, -0.08587)
H (-1.43757, 2.08498, -2.35500)
H (-0.33683, 2.32458, 0.43348)
C (-0.11362, 2.13894, -0.61714)
C (0.60995, -2.66525, 0.75665)
C (0.87834, -1.23151, 1.21003)
H (-0.43938, -2.78729, 0.50446)
H (0.20715, 3.13836, -0.94705)
C (-1.37221, 1.65440, -1.35395)

Atomic partial charges in e from the natural (NBO) method, atoms 1 to 8:
1 H 0.206
2 H 0.208
3 H 0.204
4 H 0.204
5 H 0.201
6 H 0.211
7 H 0.211
8 H 0.209

=====

Computed, not measured: a 2-piece molecular cluster, C4H12 overall, with the ωB97M-V functional and the def2-TZVPD basis.

Calculated values
relative energy (zero: lowest compared OMol25 entry of this formula, charge and spin): 7.3 kcal/mol
SMILES: CC.CC

CARTESIAN COORDINATES (ANGSTROEM)
H (-0.21250, 1.59413, -1.60668)
H (-3.22279, 1.05573, -1.87298)
C (-2.41829, 1.74803, -1.63078)
H (-2.80503, 2.30387, -0.77977)
C (1.74258, -2.13138, 1.58289)
H (-2.30691, 2.42043, -2.49003)
H (-1.10425, 0.48294, -0.51350)
H (2.44032, -0.25504, 2.35893)
H (-0.97152, 0.17906, -2.20157)
H (2.69828, -2.52354, 1.22727)
H (2.21139, -0.26448, 0.61225)
C (-1.10326, 0.99056, -1.47697)
H (1.57344, -2.49022, 2.59396)
H (1.02783, -2.63312, 0.92980)
H (0.75536, -0.24453, 1.50169)
C (1.78705, -0.59573, 1.56403)

Atomic partial charges in e from the natural (NBO) method, atoms 1 to 8:
1 H 0.204
2 H 0.202
3 C -0.610
4 H 0.207
5 C -0.606
6 H 0.201
7 H 0.200
8 H 0.210

=====

What did the second record say?
Computed, not measured: a 2-piece molecular cluster, C4H12 overall, with the ωB97M-V functional and the def2-TZVPD basis.

Calculated values
relative energy (zero: lowest compared OMol25 entry of this formula, charge and spin): 8.2 kcal/mol
SMILES: CC.CC

CARTESIAN COORDINATES (ANGSTROEM)
H (-0.43815, -2.02716, 2.87038)
C (-1.16431, 0.66884, -2.13888)
H (-0.36293, 0.49957, 2.51030)
H (0.27489, 1.95721, -3.07084)
C (0.39105, -1.63932, 2.29420)
H (0.94485, 0.26253, 1.35872)
H (-1.66285, 0.07047, -2.90402)
H (1.24498, 0.17861, 3.06344)
H (0.75265, 1.32534, -1.48695)
H (0.33177, -1.97716, 1.26118)
C (0.26142, 1.08363, -2.42516)
H (1.34931, -2.03601, 2.61499)
H (-1.84549, 1.49712, -1.98274)
C (0.52045, -0.10169, 2.29519)
H (-1.28437, 0.16831, -1.17071)
H (0.92974, 0.28738, -2.75957)

Atomic partial charges in e from the natural (NBO) method, atoms 1 to 8:
1 H 0.209
2 C -0.614
3 H 0.206
4 H 0.207
5 C -0.612
6 H 0.202
7 H 0.204
8 H 0.200